Below is C3H9OP in the gas phase, with properties calculated with ωB97M-V with the def2-TZVPD basis set.

Values from the calculation:
* E: -536.23836 a.u.
* SMILES: CC(C)(O)P
* molecular weight: 92.078 g mol⁻¹
* relative energy (zero: lowest compared OMol25 entry of this formula, charge and spin): 41.48 kcal/mol
* HOMO-LUMO gap: 10.4 eV
* LUMO level: 0.9 eV
* HOMO energy: -9.55 eV

Geometry (Å):
C: 0.347 0.743 1.231
C: -0.210 0.081 -0.049
C: 0.575 -1.208 -0.485
O: -0.038 1.177 -1.081
P: -2.037 -0.031 0.102
H: -0.397 1.624 1.423
H: 1.381 1.025 1.040
H: 0.368 -0.019 2.080
H: 0.207 -1.378 -1.530
H: 0.084 -2.079 0.045
H: 1.606 -1.166 -0.140
H: 0.811 1.500 -1.008
H: -2.076 -1.325 0.663
H: -2.332 -0.582 -1.171



Below is 3 unconnected molecules or ions with the total composition C3H9OPS, with properties calculated with ωB97M-V with the def2-TZVPD basis set.

Values from the calculation:
* E: -934.44070 a.u.
* SMILES: OP=S.C=C.C
* molecular weight: 124.145 g mol⁻¹
* relative energy (zero: lowest compared OMol25 entry of this formula, charge and spin): 61.22 kcal/mol
* HOMO-LUMO gap: 8.7 eV
* LUMO level: -0.6 eV
* HOMO energy: -9.29 eV

Geometry (Å):
O: 0.066 -0.807 1.131
P: -0.474 -0.069 -0.227
S: 0.795 1.334 -0.589
H: 0.877 -0.619 1.640
C: -3.516 0.126 0.531
C: -3.933 1.026 -0.312
H: -3.691 -0.958 0.334
H: -3.008 0.542 1.505
H: -4.529 0.809 -1.314
H: -3.739 2.084 -0.245
C: 4.183 -0.726 -0.496
H: 4.706 -1.627 -0.632
H: 3.727 -0.372 -1.493
H: 3.597 -0.738 0.420
H: 4.939 -0.005 -0.254



Below is 2 unconnected molecules or ions with the total composition C3H9OS, with properties calculated with ωB97M-V with the def2-TZVPD basis set.

Values from the calculation:
* total charge: -1
* E: -593.15346 a.u.
* molecular weight: 93.171 g mol⁻¹
* relative energy (zero: lowest compared OMol25 entry of this formula, charge and spin): 12.19 kcal/mol
* HOMO-LUMO gap: 6.7 eV
* LUMO level: 4.1 eV
* HOMO energy: -2.62 eV

Geometry (Å):
C: 1.027 -1.214 1.814
S: 0.512 -2.283 0.429
H: 0.197 -0.962 2.478
H: 1.772 -1.707 2.439
H: 1.463 -0.274 1.464
C: -1.102 0.583 -1.334
O: -1.734 -0.185 -0.348
C: 0.174 1.266 -0.846
H: -0.857 -0.026 -2.216
H: -1.807 1.350 -1.657
H: -1.076 -0.866 -0.047
H: 0.922 0.514 -0.582
H: 0.559 1.927 -1.623
H: -0.049 1.878 0.029